[1]
{
  "formula": "C7H13N",
  "method": "ωB97M-V/def2-TZVPD",
  "symbols": ["C", "C", "C", "N", "C", "C", "C", "C", "H", "H", "H", "H", "H", "H", "H", "H", "H", "H", "H", "H", "H"],
  "coordinates": [[-0.050, -3.185, -2.415], [0.087, -2.743, -1.082], [-0.114, -1.474, -0.662], [-0.068, -0.974, 0.649], [0.710, 0.197, 0.973], [-0.678, 3.752, 1.238], [0.330, 2.663, 1.063], [-0.073, 1.454, 1.093], [0.462, -2.552, -3.026], [-1.104, -3.430, -2.777], [0.442, -4.221, -2.430], [0.211, -3.587, -0.391], [-0.386, -0.711, -1.432], [0.056, -1.783, 1.293], [1.212, 0.057, 1.908], [1.585, 0.244, 0.219], [-1.648, 3.494, 1.723], [-0.918, 4.106, 0.264], [-0.240, 4.541, 1.846], [1.308, 2.912, 0.788], [-1.123, 1.239, 1.159]],
  "forces_ev_per_a": [[-1.616, -4.649, -1.285], [-0.843, 1.343, 3.822], [0.220, 0.199, -0.853], [-0.629, -2.274, 0.624], [2.090, -0.147, -1.747], [-0.111, 0.357, 0.943], [-1.156, 2.036, 0.225], [-0.971, -3.407, -0.533], [1.077, 1.570, -2.369], [1.119, 0.703, 0.379], [-0.416, 1.427, -0.544], [0.193, 0.744, 0.447], [0.458, -0.531, 0.617], [-0.002, 1.258, -0.542], [0.216, -0.435, 0.724], [-1.155, 0.413, 0.940], [0.906, -0.361, -0.306], [-0.239, 0.860, -0.810], [-0.109, 0.363, -0.170], [1.490, 0.495, -0.050], [-0.522, 0.037, 0.488]],
  "gap_ha": 0.332,
  "de_lowest_ev": 2.3870,
  "max_force_ha_per_bohr": 0.099,
  "smiles": "C/C=C/CN/C=C/C"
}


[2]
{
  "formula": "C40H67IrN5OPSSb2",
  "method": "ωB97M-V/def2-TZVPD",
  "symbols": ["Ir", "O", "N", "C", "C", "C", "C", "C", "S", "H", "H", "H", "H", "C", "Sb", "C", "C", "C", "C", "C", "C", "C", "C", "C", "Sb", "C", "C", "H", "H", "H", "H", "H", "H", "H", "H", "H", "H", "H", "H", "H", "H", "H", "H", "H", "H", "H", "H", "C", "C", "C", "C", "N", "C", "N", "N", "N", "H", "H", "H", "H", "H", "H", "H", "H", "H", "H", "C", "C", "C", "C", "C", "C", "P", "C", "C", "C", "C", "C", "C", "C", "C", "C", "C", "C", "C", "H", "H", "H", "H", "H", "H", "H", "H", "H", "H", "H", "H", "H", "H", "H", "H", "H", "H", "H", "H", "H", "H", "H", "H", "H", "H", "H", "H", "H", "H", "H", "H", "H"],
  "coordinates": [[-0.426, -0.187, -0.801], [0.609, -1.962, -1.113], [-0.055, -3.142, -1.087], [0.728, -4.245, -1.193], [0.182, -5.492, -1.201], [-1.213, -5.614, -1.096], [-1.984, -4.488, -1.006], [-1.404, -3.200, -1.010], [-2.336, -1.769, -0.959], [1.783, -4.036, -1.278], [0.830, -6.351, -1.283], [-1.677, -6.591, -1.094], [-3.061, -4.542, -0.931], [-3.715, 1.776, -1.479], [-1.629, 2.049, -1.242], [-1.152, 3.083, -3.010], [-1.769, 3.767, 0.051], [-1.002, 4.999, -0.341], [-1.675, 6.025, -0.988], [-1.044, 7.216, -1.333], [0.294, 7.414, -0.994], [0.984, 6.418, -0.347], [0.377, 5.172, -0.041], [1.146, 4.151, 0.520], [1.962, 0.866, -1.538], [3.552, 1.775, -0.399], [3.093, -0.873, -2.120], [-4.143, 1.348, -0.575], [-3.910, 1.102, -2.314], [-4.168, 2.745, -1.682], [-1.549, 4.091, -2.902], [-1.606, 2.582, -3.860], [-0.072, 3.103, -3.137], [-1.539, 3.418, 1.050], [-2.830, 4.015, 0.015], [-2.732, 5.906, -1.203], [-1.599, 7.992, -1.843], [0.784, 8.349, -1.235], [2.022, 6.565, -0.069], [0.760, 3.155, 0.671], [2.169, 4.336, 0.808], [3.859, 1.301, 0.536], [3.282, 2.807, -0.227], [4.380, 1.727, -1.108], [3.824, -1.178, -1.370], [3.610, -0.579, -3.033], [2.425, -1.705, -2.316], [1.874, -1.697, -7.019], [0.957, -2.772, -6.444], [1.599, -3.475, -5.249], [-0.432, -2.247, -6.082], [-0.417, -1.305, -4.958], [-0.748, -1.506, -3.693], [-0.561, -0.379, -3.033], [-0.122, 0.516, -3.949], [-0.043, -0.020, -5.101], [2.834, -2.135, -7.292], [2.062, -0.900, -6.299], [1.446, -1.242, -7.914], [0.768, -3.516, -7.224], [1.790, -2.769, -4.435], [2.558, -3.909, -5.531], [0.968, -4.282, -4.865], [-1.072, -3.071, -5.768], [-0.911, -1.739, -6.917], [-1.123, -2.431, -3.300], [1.138, 2.334, 4.988], [-0.307, 2.595, 4.531], [-0.530, 2.113, 3.086], [0.258, 0.816, 2.854], [1.769, 1.148, 2.868], [2.077, 2.343, 3.787], [-0.244, -0.363, 1.506], [0.915, -1.809, 1.780], [0.990, -2.359, 3.229], [2.236, -3.232, 3.459], [2.622, -3.980, 2.191], [3.078, -2.973, 1.126], [2.356, -1.623, 1.262], [-1.888, -0.975, 2.158], [-3.073, -0.089, 1.718], [-4.371, -0.604, 2.334], [-4.372, -0.420, 3.864], [-2.946, -0.318, 4.409], [-2.016, -1.287, 3.682], [1.207, 1.357, 5.478], [1.442, 3.072, 5.730], [-0.526, 3.663, 4.578], [-1.007, 2.098, 5.206], [-0.153, 2.879, 2.419], [-1.594, 2.002, 2.893], [0.041, 0.199, 3.726], [2.122, 1.349, 1.852], [2.322, 0.284, 3.233], [1.965, 3.282, 3.239], [3.118, 2.293, 4.109], [0.445, -2.577, 1.161], [0.102, -2.961, 3.427], [0.997, -1.550, 3.959], [2.039, -3.927, 4.276], [3.079, -2.610, 3.776], [1.758, -4.552, 1.833], [3.410, -4.705, 2.395], [2.908, -3.372, 0.125], [4.154, -2.807, 1.212], [2.360, -1.107, 0.307], [2.907, -1.001, 1.963], [-1.997, -1.915, 1.614], [-3.143, -0.092, 0.637], [-2.927, 0.952, 2.016], [-4.474, -1.662, 2.074], [-5.228, -0.093, 1.892], [-4.879, -1.265, 4.335], [-4.936, 0.473, 4.138], [-2.939, -0.531, 5.479], [-2.570, 0.701, 4.297], [-2.428, -2.296, 3.787], [-1.056, -1.315, 4.182]],
  "forces_ev_per_a": [[0.402, -0.449, -0.577], [-0.182, -0.578, 0.231], [0.047, 0.125, -0.079], [-0.054, 0.049, -0.039], [-0.054, -0.051, 0.006], [0.043, -0.061, -0.015], [0.007, 0.106, -0.004], [0.044, -0.124, 0.081], [-0.155, 0.228, 0.057], [-0.053, 0.011, -0.026], [-0.031, -0.002, 0.001], [0.011, 0.009, 0.014], [0.010, -0.005, -0.007], [-0.070, -0.091, -0.167], [0.061, 0.188, 0.516], [-0.018, 0.023, -0.132], [0.064, 0.184, 0.024], [-0.208, -0.059, -0.084], [-0.040, 0.010, 0.057], [-0.030, 0.004, -0.010], [0.003, -0.018, 0.030], [0.015, 0.060, -0.026], [0.067, -0.130, 0.020], [0.010, 0.031, 0.047], [-0.250, 1.043, -0.815], [-0.063, -0.622, 0.511], [0.109, -0.062, 0.140], [-0.029, 0.055, -0.002], [-0.004, 0.004, 0.022], [-0.041, -0.021, -0.014], [0.023, -0.001, -0.026], [0.017, 0.055, -0.010], [-0.016, 0.025, -0.018], [0.046, 0.119, 0.146], [-0.036, -0.130, 0.065], [0.024, 0.000, -0.031], [0.001, -0.014, 0.022], [-0.009, -0.016, 0.005], [-0.014, -0.028, -0.045], [-0.035, -0.095, -0.009], [0.073, 0.017, -0.021], [-0.016, 0.014, -0.098], [0.046, 0.174, 0.027], [0.001, 0.055, 0.022], [-0.020, 0.052, -0.029], [0.061, -0.058, 0.002], [0.046, -0.001, -0.115], [-0.038, 0.026, -0.025], [0.043, -0.028, 0.050], [-0.022, -0.023, 0.016], [0.016, 0.049, 0.067], [-0.155, 0.002, -0.259], [0.048, -0.016, 0.203], [0.345, -0.012, -0.258], [-0.008, 0.037, 0.047], [-0.065, -0.068, 0.157], [-0.020, 0.000, -0.003], [0.016, -0.018, 0.018], [-0.005, -0.007, 0.033], [0.023, -0.019, 0.003], [0.023, 0.003, -0.004], [-0.015, 0.008, -0.003], [0.002, 0.030, -0.010], [-0.044, -0.006, -0.014], [0.053, 0.028, -0.019], [0.034, -0.023, -0.029], [-0.028, -0.011, -0.013], [0.050, -0.045, -0.040], [0.040, -0.123, 0.030], [0.237, 0.290, -0.223], [-0.135, 0.098, -0.010], [-0.002, -0.037, -0.039], [-0.123, -0.268, 0.245], [0.135, 0.010, 0.334], [-0.036, -0.060, -0.129], [-0.038, -0.015, -0.015], [-0.011, 0.029, -0.026], [-0.105, 0.004, -0.030], [-0.152, 0.030, -0.005], [-0.035, 0.168, 0.198], [0.091, -0.034, 0.088], [0.031, 0.002, 0.020], [0.008, -0.006, -0.016], [-0.035, -0.057, -0.041], [-0.056, 0.002, -0.109], [0.012, 0.015, 0.021], [-0.007, 0.002, 0.001], [-0.015, -0.007, 0.005], [-0.010, 0.003, 0.001], [-0.017, 0.082, -0.167], [-0.030, 0.017, -0.007], [0.055, -0.091, 0.046], [-0.021, -0.012, 0.047], [-0.020, 0.001, 0.032], [-0.012, 0.028, 0.015], [0.010, 0.004, -0.030], [0.010, -0.041, 0.065], [-0.017, 0.020, 0.013], [0.023, 0.000, 0.026], [0.013, 0.024, 0.022], [0.001, -0.011, -0.006], [-0.002, 0.010, 0.014], [0.000, -0.012, -0.027], [0.111, 0.003, 0.069], [-0.010, 0.022, -0.006], [0.018, -0.006, 0.062], [0.024, -0.006, -0.008], [-0.048, -0.070, -0.005], [-0.022, 0.010, -0.039], [0.021, 0.032, -0.013], [-0.005, 0.004, 0.004], [0.009, -0.021, -0.019], [-0.018, 0.016, -0.001], [0.005, -0.006, -0.005], [0.030, 0.001, -0.003], [-0.006, 0.020, 0.020], [0.016, 0.002, -0.011], [0.038, 0.002, 0.046]],
  "gap_ha": [0.244, 0.229],
  "de_lowest_ev": 1.0786,
  "total_charge": 1,
  "max_force_ha_per_bohr": 0.026,
  "spin_multiplicity": 2
}


[3]
{
  "formula": "C15H23FeN2",
  "method": "ωB97M-V/def2-TZVPD",
  "symbols": ["C", "N", "C", "N", "C", "H", "H", "H", "H", "H", "H", "H", "H", "H", "H", "C", "C", "C", "C", "C", "C", "C", "Fe", "C", "C", "C", "C", "C", "H", "H", "H", "H", "H", "H", "H", "H", "H", "H", "H", "H", "H"],
  "coordinates": [[1.322, 0.306, 0.068], [0.205, 0.530, 1.024], [-0.382, -0.756, 1.424], [-0.831, 1.370, 0.481], [-1.495, 0.859, -0.703], [1.936, -0.508, 0.474], [0.936, -0.003, -0.913], [1.942, 1.208, -0.028], [-0.501, -1.420, 0.556], [0.272, -1.238, 2.159], [-1.358, -0.531, 1.867], [-0.459, 2.308, 0.366], [-2.237, 1.604, -1.000], [-0.797, 0.734, -1.542], [-1.972, -0.100, -0.464], [1.149, 2.330, 2.775], [0.652, 1.704, 3.989], [-0.557, 2.096, 4.617], [-0.751, 2.422, 6.043], [-2.084, 2.918, 6.236], [-2.759, 2.929, 4.947], [-1.835, 2.463, 3.949], [-1.097, 4.000, 4.921], [0.013, 5.038, 3.643], [0.527, 5.121, 5.001], [-0.530, 5.658, 5.842], [-1.694, 5.895, 5.003], [-1.359, 5.504, 3.646], [1.775, 3.224, 2.926], [1.741, 1.634, 2.183], [0.292, 2.623, 2.146], [1.304, 1.031, 4.539], [-0.002, 2.229, 6.804], [-2.534, 3.172, 7.192], [-3.804, 3.187, 4.784], [-2.049, 2.272, 2.901], [0.601, 4.817, 2.758], [1.555, 4.929, 5.307], [-0.415, 5.951, 6.883], [-2.611, 6.390, 5.315], [-1.982, 5.624, 2.761]],
  "forces_ev_per_a": [[-0.682, -0.078, 0.644], [-0.203, -0.818, -1.339], [0.146, 0.731, -0.024], [0.193, -0.394, 0.532], [0.398, 0.407, -0.158], [-0.015, 0.236, -0.139], [0.310, -0.028, -0.009], [-0.231, -0.157, 0.020], [-0.139, -0.221, 0.089], [-0.162, 0.115, -0.111], [0.240, -0.212, 0.064], [-0.045, -0.257, -0.004], [-0.085, -0.252, 0.031], [-0.278, -0.211, -0.185], [-0.027, 0.331, -0.208], [0.367, 0.336, -1.296], [-0.009, -0.476, 0.939], [-1.478, -0.821, 0.640], [-0.261, -2.238, 0.015], [-1.167, -1.753, 0.442], [-0.754, -1.705, 0.743], [-0.133, -1.863, 0.172], [0.432, 0.062, -0.143], [0.484, 1.982, -0.270], [0.536, 1.898, -0.430], [0.568, 1.753, -0.493], [0.579, 1.779, -0.353], [0.880, 1.937, -0.183], [-0.065, -0.052, 0.263], [0.199, 0.106, 0.142], [0.499, 0.191, 0.351], [0.163, 0.153, 0.082], [-0.117, 0.242, -0.082], [0.095, 0.031, -0.254], [0.338, 0.065, 0.017], [0.094, 0.187, 0.178], [-0.326, -0.092, 0.309], [-0.408, -0.115, -0.072], [-0.179, -0.281, -0.231], [0.158, -0.326, -0.019], [0.086, -0.191, 0.330]],
  "gap_ha": [0.123, 0.194],
  "de_lowest_ev": 0.0000,
  "total_charge": -1,
  "max_force_ha_per_bohr": 0.044,
  "spin_multiplicity": 5
}


[4]
{
  "formula": "C3H6N2O2",
  "method": "ωB97M-V/def2-TZVPD",
  "symbols": ["C", "C", "N", "C", "O", "N", "O", "H", "H", "H", "H", "H", "H"],
  "coordinates": [[-1.115, -0.751, 0.378], [-0.189, 0.432, 0.240], [-0.473, 1.730, -0.014], [-0.113, -1.528, -0.475], [2.053, 0.754, 0.075], [1.020, -0.100, 0.537], [-0.228, -1.101, -1.687], [2.782, 0.535, 0.676], [0.362, 2.275, -0.204], [-1.262, 1.911, -0.620], [-2.062, -0.605, -0.142], [-1.182, -1.107, 1.409], [0.408, -2.444, -0.175]],
  "forces_ev_per_a": [[0.838, 0.145, 0.308], [2.408, -0.683, 2.880], [0.407, -0.751, -0.550], [-2.523, 1.202, -5.004], [0.204, 0.013, 0.732], [-2.067, 2.091, -0.937], [1.216, -2.475, 2.726], [-0.187, 0.150, -0.350], [-0.199, 0.010, -0.086], [0.067, 0.017, 0.157], [0.097, -0.353, 0.175], [-0.317, 0.360, -0.044], [0.056, 0.273, -0.007]],
  "gap_ha": 0.343,
  "de_lowest_ev": 4.6714,
  "max_force_ha_per_bohr": 0.111,
  "smiles": "N/C(CC=O)=N\\O"
}


Q: Number 2 is which compound?
A: C40H67IrN5OPSSb2